No. 1
{"formula": "C33H64Br2GeIrN2SSi3", "method": "ωB97M-V/def2-TZVPD", "symbols": ["Ir", "C", "C", "C", "C", "C", "C", "C", "C", "C", "C", "C", "C", "C", "C", "C", "C", "C", "H", "H", "H", "H", "H", "H", "H", "H", "H", "H", "H", "H", "H", "H", "H", "H", "H", "H", "H", "H", "H", "H", "H", "H", "H", "H", "H", "H", "H", "Br", "C", "Br", "H", "H", "N", "C", "S", "C", "C", "C", "N", "C", "C", "H", "H", "H", "H", "H", "H", "C", "Si", "C", "C", "Ge", "Si", "C", "C", "C", "Si", "C", "C", "C", "H", "H", "H", "H", "H", "H", "H", "H", "H", "H", "H", "H", "H", "H", "H", "H", "H", "H", "H", "H", "H", "H", "H", "H", "H", "H", "H"], "xyz": [[0.354, -1.590, -0.001], [-0.093, -3.139, 1.427], [1.202, -2.638, 1.745], [2.001, -2.828, 0.511], [1.135, -3.503, -0.432], [-0.109, -3.820, 0.166], [-1.078, -4.889, -0.265], [-0.697, -6.033, 0.716], [-0.801, -5.343, -1.699], [-2.562, -4.577, -0.058], [3.467, -2.597, 0.172], [3.952, -1.170, 0.486], [3.711, -2.842, -1.325], [4.278, -3.653, 0.948], [1.546, -2.380, 3.212], [2.729, -1.460, 3.500], [0.316, -1.850, 3.967], [1.859, -3.791, 3.763], [-0.918, -3.118, 2.123], [1.451, -3.824, -1.411], [0.365, -6.278, 0.668], [-1.259, -6.922, 0.431], [-0.960, -5.782, 1.744], [0.182, -5.804, -1.798], [-0.862, -4.518, -2.415], [-1.539, -6.088, -1.995], [-2.752, -4.020, 0.860], [-3.105, -5.518, 0.018], [-3.003, -4.035, -0.892], [3.915, -0.553, -0.413], [4.990, -1.196, 0.820], [3.364, -0.684, 1.256], [3.055, -2.231, -1.954], [3.599, -3.891, -1.603], [4.736, -2.559, -1.560], [4.257, -3.494, 2.024], [5.318, -3.598, 0.625], [3.920, -4.663, 0.739], [2.525, -0.431, 3.198], [3.653, -1.790, 3.034], [2.896, -1.454, 4.577], [-0.144, -0.998, 3.466], [0.624, -1.523, 4.960], [-0.443, -2.618, 4.118], [2.722, -4.246, 3.280], [1.006, -4.462, 3.647], [2.076, -3.710, 4.829], [-2.830, -1.143, -0.423], [-2.212, -1.679, -2.152], [-0.385, -1.059, -2.440], [-2.822, -1.231, -2.929], [-2.179, -2.759, -2.211], [3.727, 2.911, 3.149], [2.391, 2.911, 3.262], [1.543, 3.858, 4.287], [1.653, 2.028, 2.298], [2.165, 1.689, 1.050], [1.364, 1.003, 0.159], [0.100, 0.610, 0.438], [-0.352, 0.869, 1.690], [0.371, 1.575, 2.618], [4.258, 3.509, 3.765], [4.237, 2.213, 2.634], [3.148, 2.007, 0.730], [1.695, 0.833, -0.862], [-1.357, 0.525, 1.904], [-0.042, 1.795, 3.593], [-2.273, 5.667, -0.131], [-2.657, 3.963, 0.534], [-4.450, 3.459, 0.515], [-2.024, 3.783, 2.273], [-1.541, 2.706, -1.267], [0.455, 3.528, -2.428], [1.149, 2.195, -3.544], [-0.236, 4.971, -3.389], [1.798, 4.146, -1.285], [-3.251, 2.236, -2.961], [-3.822, 4.007, -3.205], [-2.466, 1.593, -4.530], [-4.656, 1.132, -2.411], [-2.757, 6.402, 0.520], [-2.631, 5.851, -1.144], [-1.198, 5.857, -0.096], [-4.982, 4.065, 1.254], [-4.555, 2.416, 0.824], [-4.964, 3.584, -0.437], [-2.644, 4.451, 2.881], [-0.987, 4.097, 2.405], [-2.154, 2.782, 2.684], [0.405, 1.713, -4.178], [1.677, 1.423, -2.978], [1.892, 2.657, -4.201], [-1.001, 4.711, -4.118], [0.610, 5.391, -3.942], [-0.616, 5.758, -2.736], [2.496, 3.362, -0.993], [1.414, 4.629, -0.385], [2.378, 4.895, -1.832], [-3.019, 4.743, -3.238], [-4.549, 4.329, -2.461], [-4.314, 4.039, -4.182], [-1.727, 2.284, -4.939], [-3.243, 1.470, -5.290], [-1.988, 0.619, -4.399], [-4.738, 1.024, -1.331], [-4.590, 0.140, -2.864], [-5.596, 1.564, -2.764]], "homo_lumo_gap_ev": 5.796, "total_charge": 3, "lumo_ev": -9.73}

No. 2
{"formula": "C33H26BF3O2S", "method": "ωB97M-V/def2-TZVPD", "symbols": ["C", "C", "C", "C", "C", "C", "C", "C", "C", "C", "C", "C", "C", "C", "C", "H", "H", "H", "H", "H", "H", "H", "H", "H", "H", "H", "H", "H", "C", "C", "C", "C", "C", "B", "C", "C", "C", "C", "C", "F", "F", "F", "C", "C", "O", "C", "C", "C", "C", "C", "C", "O", "S", "H", "H", "H", "H", "H", "H", "H", "H", "H", "H", "H", "H", "H"], "xyz": [[0.117, -0.944, -0.815], [-1.100, -0.986, -1.746], [-2.042, -2.028, -1.634], [-2.917, -2.342, -2.679], [-2.935, -1.618, -3.870], [-2.048, -0.563, -3.970], [-1.160, -0.242, -2.943], [1.355, -0.388, -1.499], [2.568, -0.996, -1.360], [3.878, -0.414, -1.632], [5.064, -1.003, -1.107], [6.314, -0.458, -1.351], [6.455, 0.690, -2.137], [5.300, 1.300, -2.647], [4.034, 0.772, -2.397], [0.287, -2.067, -0.784], [-2.113, -2.576, -0.693], [-3.613, -3.167, -2.573], [-3.588, -1.901, -4.702], [-2.025, 0.017, -4.887], [-0.506, 0.613, -3.077], [1.220, 0.475, -2.170], [2.611, -2.007, -0.911], [4.972, -1.908, -0.496], [7.209, -0.919, -0.926], [7.442, 1.106, -2.352], [5.392, 2.210, -3.242], [3.138, 1.248, -2.794], [-2.496, 1.488, 5.936], [-2.373, 1.740, 4.473], [-1.677, 2.750, 3.808], [-1.808, 2.671, 2.385], [-2.597, 1.602, 1.964], [0.705, -1.078, 0.657], [-2.740, 1.064, 0.661], [-3.463, -0.122, 0.451], [-4.307, -0.188, -0.652], [-4.197, 0.827, -1.617], [-5.236, 1.022, -2.681], [-6.079, 2.076, -2.454], [-4.631, 1.259, -3.895], [-6.021, -0.079, -2.821], [-3.132, 1.719, -1.600], [-2.342, 1.803, -0.471], [1.313, 0.113, 1.157], [2.014, -0.267, 2.254], [1.565, -1.586, 2.627], [2.426, -2.443, 3.295], [3.793, -2.141, 3.175], [4.227, -0.874, 2.790], [3.317, 0.149, 2.509], [0.649, -2.028, 1.672], [-2.994, 0.598, 3.339], [-2.370, 2.398, 6.521], [-3.477, 1.059, 6.142], [-1.756, 0.749, 6.267], [-1.030, 3.462, 4.346], [-1.316, 3.301, 1.655], [-3.396, -0.972, 1.125], [-5.014, -1.016, -0.737], [-2.944, 2.393, -2.433], [-1.474, 2.471, -0.447], [2.092, -3.379, 3.735], [4.522, -2.944, 3.308], [5.295, -0.669, 2.657], [3.638, 1.170, 2.295]], "homo_lumo_gap_ev": 7.607, "lumo_ev": -0.14}

No. 3
{"formula": "C16H14BF5N6OTi", "method": "ωB97M-V/def2-TZVPD", "symbols": ["C", "N", "N", "C", "C", "B", "N", "N", "C", "C", "C", "Ti", "N", "N", "C", "C", "C", "H", "H", "H", "H", "H", "H", "H", "H", "H", "H", "H", "C", "H", "H", "H", "F", "C", "C", "F", "C", "F", "C", "O", "C", "F", "C", "F"], "xyz": [[0.494, 3.187, -0.279], [0.637, 1.917, -0.764], [0.866, 2.004, -2.139], [0.796, 3.289, -2.495], [0.557, 4.067, -1.356], [1.085, 0.701, -2.967], [2.127, -0.238, -2.244], [1.984, -0.583, -0.890], [3.007, -1.427, -0.586], [3.789, -1.638, -1.724], [3.195, -0.883, -2.742], [0.260, 0.154, -0.061], [-0.267, -0.081, -2.887], [-0.758, -0.432, -1.625], [-1.851, -1.228, -1.824], [-2.091, -1.322, -3.195], [-1.083, -0.576, -3.825], [-2.349, -1.656, -0.969], [-0.885, -0.372, -4.865], [-2.888, -1.867, -3.666], [1.433, 0.946, -4.091], [3.465, -0.754, -3.782], [0.952, 3.577, -3.518], [4.676, -2.242, -1.796], [0.443, 5.126, -1.285], [3.110, -1.811, 0.419], [0.407, 3.308, 0.792], [-0.039, -2.657, 0.779], [0.579, -2.587, 1.688], [1.410, -3.298, 1.610], [0.993, -1.569, 1.819], [-0.036, -2.793, 2.568], [-3.133, -0.392, 6.245], [-2.612, -0.074, 5.045], [-1.475, 0.735, 4.977], [-0.956, 1.263, 6.104], [-0.865, 0.960, 3.755], [0.240, 1.738, 3.650], [-1.341, 0.301, 2.602], [-0.588, 0.232, 1.518], [-2.594, -0.345, 2.657], [-3.147, -0.827, 1.512], [-3.205, -0.566, 3.879], [-4.343, -1.285, 3.956]], "s_squared": 2.0210, "multiplicity": 3, "homo_lumo_gap_ev": [7.573, 4.430], "total_charge": 2, "lumo_ev": [-7.11, -10.85]}

No. 4
{"formula": "C4H8O2", "method": "ωB97M-V/def2-TZVPD", "symbols": ["C", "C", "C", "C", "O", "O", "H", "H", "H", "H", "H", "H", "H", "H"], "xyz": [[-0.860, -0.869, -0.430], [0.687, 2.263, 0.642], [-0.153, -2.139, 0.035], [0.069, 0.319, -0.563], [0.261, 0.906, 0.630], [0.534, 0.719, -1.596], [-1.640, -0.606, 0.288], [-1.309, -1.042, -1.411], [-0.190, 2.896, 0.796], [1.376, 2.398, 1.465], [1.168, 2.518, -0.304], [0.619, -2.427, -0.675], [-0.871, -2.954, 0.114], [0.307, -1.983, 1.009]], "homo_lumo_gap_ev": 11.338, "lumo_ev": 0.98}